# 1
C24H30N2O5S in the gas phase in a non-equilibrium geometry, computed with ωB97M-V with the def2-TZVPD basis set.

ORCA input file:
```
! wB97M-V def2-TZVPD RIJCOSX def2/J DEFGRID3
* xyz 0 1
C -7.489 -0.154 0.006
H -7.531 -0.522 1.035
O -6.469 0.802 -0.160
C -5.181 0.424 0.061
C -4.229 1.427 -0.135
C -2.887 1.165 0.068
C -2.486 -0.127 0.444
C -3.432 -1.111 0.637
C -4.781 -0.845 0.460
H -5.497 -1.634 0.622
H -3.110 -2.098 0.932
N -1.100 -0.413 0.564
S -0.206 -0.032 -0.805
O -1.089 0.101 -1.925
O 0.747 1.025 -0.559
C 0.733 -1.543 -1.046
C 1.976 -1.465 -1.645
C 2.694 -2.627 -1.877
C 2.163 -3.851 -1.505
C 0.913 -3.918 -0.908
C 0.189 -2.759 -0.684
H -0.784 -2.785 -0.222
H 0.504 -4.873 -0.617
H 2.725 -4.756 -1.679
H 3.666 -2.575 -2.344
H 2.367 -0.495 -1.908
C -0.473 -0.064 1.829
C 0.749 -0.959 2.062
O 0.684 -2.000 2.685
N 1.881 -0.460 1.541
H 1.816 0.317 0.892
C 3.147 -1.152 1.606
C 4.290 -0.158 1.845
C 4.269 0.935 0.806
C 4.661 0.717 -0.442
C 4.617 1.739 -1.535
C 4.395 3.145 -0.987
C 3.291 3.115 0.063
C 3.747 2.274 1.251
H 2.921 2.133 1.952
H 4.544 2.797 1.794
H 2.391 2.670 -0.366
H 3.051 4.128 0.393
H 4.133 3.824 -1.800
H 5.319 3.508 -0.529
H 5.543 1.697 -2.116
H 3.798 1.483 -2.218
H 5.027 -0.262 -0.727
H 4.188 0.276 2.841
H 5.232 -0.708 1.805
H 3.324 -1.690 0.667
H 3.078 -1.881 2.417
H -1.196 -0.257 2.625
H -0.183 0.994 1.837
O -1.882 2.067 -0.046
C -2.122 3.255 -0.765
H -1.146 3.724 -0.881
H -2.543 3.037 -1.749
H -2.790 3.925 -0.213
H -4.580 2.398 -0.443
H -7.362 -0.999 -0.679
H -8.418 0.364 -0.230
*
```

The SMILES is COc1ccc(N(CC(=O)NCCC2=CCCCC2)S(=O)(=O)c2ccccc2)c(OC)c1. Its HOMO-LUMO gap is 9.22 eV.



# 2
A molecular structure, C3HNiO2 in a non-equilibrium geometry, computed with ωB97M-V with the def2-TZVPD basis set.

ORCA input file:
```
! wB97M-V def2-TZVPD RIJCOSX def2/J DEFGRID3
* xyz 1 3
O 1.207 -0.891 0.020
O 0.889 1.265 -0.053
C 0.420 0.089 -0.115
Ni 2.602 0.425 0.015
C -2.090 0.316 0.322
C -1.028 -0.117 -0.200
H -2.000 -1.088 0.011
*
```

Its HOMO-LUMO gap (alpha / beta) is 7.98 / 6.77 eV. The expectation value of S² is 2.004.



# 3
A molecular structure, C27H46BrN3OP2Ti in a non-equilibrium geometry, computed with ωB97M-V with the def2-TZVPD basis set.

ORCA input file:
```
! wB97M-V def2-TZVPD RIJCOSX def2/J DEFGRID3
* xyz 2 3
N 4.448 -3.139 3.347
C 3.793 -2.190 4.011
C 2.702 -1.511 3.449
C 2.237 -1.873 2.165
C 2.963 -2.840 1.461
C 4.084 -3.432 2.095
C 0.965 -1.228 1.646
Ti 0.035 -0.035 0.222
P -1.827 0.487 -1.896
C -0.064 -1.928 0.867
C -1.478 -2.084 1.365
C -2.409 -2.911 0.696
C -3.784 -2.835 0.956
C -4.240 -2.028 2.012
C -3.299 -1.476 2.895
C -1.938 -1.510 2.567
Br -6.002 -1.600 2.174
H 0.631 -0.603 2.471
H 0.247 -2.701 0.142
H 2.185 -0.752 4.033
H 2.646 -3.202 0.482
H 4.105 -1.965 5.031
H 4.645 -4.207 1.557
H -2.002 -3.598 -0.054
H -1.194 -1.151 3.277
H -4.512 -3.304 0.289
H -3.627 -1.022 3.826
P 1.756 0.687 -1.465
C -3.671 0.315 -1.660
C -4.508 -0.062 -2.875
H -4.001 1.306 -1.322
H -3.807 -0.399 -0.834
H -5.518 -0.335 -2.549
H -4.590 0.797 -3.553
H -4.146 -0.923 -3.436
C -1.338 -1.255 -2.193
C -1.623 -1.540 -3.696
H -1.950 -1.888 -1.532
H -0.256 -1.425 -2.001
H -0.971 -2.344 -4.059
H -2.667 -1.838 -3.871
H -1.421 -0.652 -4.314
C -1.516 1.581 -0.494
C -2.223 2.952 -0.550
H -0.387 1.767 -0.475
H -1.854 1.019 0.408
H -1.751 3.656 0.147
H -2.202 3.366 -1.568
H -3.269 2.827 -0.251
C 1.514 2.451 -1.970
C 2.675 3.055 -2.752
H 1.308 3.060 -1.080
H 0.595 2.464 -2.577
H 3.598 3.036 -2.167
H 2.842 2.544 -3.705
H 2.444 4.104 -2.966
C 1.837 0.014 -3.195
C 2.278 -1.439 -3.271
H 2.515 0.651 -3.783
H 0.833 0.141 -3.632
H 3.359 -1.546 -3.118
H 1.761 -2.058 -2.530
H 2.051 -1.826 -4.271
C 3.480 0.516 -0.873
C 3.701 0.620 0.635
H 4.042 1.298 -1.407
H 3.854 -0.458 -1.225
H 4.081 -0.316 1.059
H 4.439 1.407 0.842
H 2.782 0.853 1.195
C 1.187 3.354 3.007
N -0.233 3.037 3.078
C -0.801 1.974 2.520
N -2.116 1.771 2.781
O -0.154 1.197 1.727
H 1.727 2.578 2.463
H 1.577 3.452 4.021
H 1.344 4.316 2.517
H -0.828 3.563 3.717
H -2.520 0.875 2.530
H -2.567 2.342 3.488
*
```

Its HOMO-LUMO gap (alpha / beta) is 7.00 / 3.11 eV. The expectation value of S² is 2.027.



# 4
A molecular structure, C24H27Cl2N3O2P2Tm in a non-equilibrium geometry, computed with ωB97M-V with the def2-TZVPD basis set.

ORCA input file:
```
! wB97M-V def2-TZVPD RIJCOSX def2/J DEFGRID3
* xyz 1 3
Tm -0.032 -0.285 -0.427
Cl 0.618 -5.022 -2.606
C 1.816 -4.005 -1.860
C 3.095 -4.562 -1.805
C 4.130 -3.806 -1.374
Cl 5.728 -4.390 -1.542
C 3.904 -2.497 -0.907
C 4.938 -1.659 -0.472
C 4.687 -0.365 -0.128
C 3.366 0.066 -0.154
N 2.360 -0.695 -0.551
C 2.614 -1.973 -0.937
C 1.509 -2.757 -1.400
O 0.361 -2.162 -1.415
H 3.269 -5.536 -2.234
H 5.950 -2.022 -0.369
H 5.484 0.237 0.244
H 3.045 1.043 0.190
C -2.563 2.252 -2.703
P -2.415 1.173 -1.258
C -2.792 2.450 0.041
C -3.945 0.218 -1.219
C -4.038 -0.816 -0.095
P -2.565 -1.960 -0.022
C -2.861 -3.221 -1.338
C -2.903 -2.900 1.529
H -3.471 2.827 -2.518
H -2.681 1.653 -3.616
H -1.703 2.882 -2.788
H -3.652 3.084 -0.202
H -1.974 3.118 0.212
H -2.909 1.946 0.970
H -4.176 -0.240 -2.171
H -4.761 0.918 -1.121
H -5.001 -1.328 -0.086
H -3.991 -0.269 0.836
H -3.778 -3.832 -1.206
H -1.970 -3.854 -1.378
H -2.963 -2.786 -2.316
H -3.962 -3.146 1.472
H -2.745 -2.158 2.313
H -2.296 -3.819 1.631
O -0.223 0.280 1.514
C 0.361 1.075 2.371
C 0.508 0.683 3.721
C 1.174 1.485 4.617
C 1.727 2.710 4.208
C 1.555 3.106 2.911
C 0.930 2.286 1.955
C 0.833 2.703 0.557
N 0.656 2.008 -0.569
C 0.759 2.889 -1.606
C 1.053 4.128 -1.140
N 1.112 3.991 0.218
H 0.099 -0.264 4.059
H 1.255 1.196 5.655
H 2.151 3.418 4.928
H 1.956 4.073 2.641
H 0.816 2.590 -2.627
H 1.226 5.130 -1.536
H 1.328 4.712 0.904
*
```

Its HOMO-LUMO gap is 7.53 eV. The expectation value of S² is 2.002.



# 5
A molecular structure, C11H31K2O8 in a non-equilibrium geometry, computed with ωB97M-V with the def2-TZVPD basis set.

ORCA input file:
```
! wB97M-V def2-TZVPD RIJCOSX def2/J DEFGRID3
* xyz 2 2
K 11.230 11.994 -18.881
K 7.230 10.264 -19.900
O 6.876 13.215 -19.899
C 7.758 13.477 -18.982
O 8.350 12.569 -18.378
O 8.019 14.706 -18.834
H 6.762 14.157 -20.045
C 9.001 19.463 -19.545
C 8.932 18.109 -18.933
O 8.748 17.165 -19.963
H 8.983 20.244 -18.785
H 8.126 19.739 -20.134
H 9.915 19.523 -20.136
H 8.132 17.972 -18.205
H 9.906 17.849 -18.519
H 8.564 16.329 -19.528
C 3.779 10.797 -17.159
C 4.961 11.766 -17.233
O 6.153 10.997 -17.048
H 3.794 10.118 -18.012
H 2.855 11.370 -17.083
H 3.804 10.294 -16.193
H 4.884 12.521 -16.451
H 4.976 12.280 -18.194
H 6.934 11.552 -16.986
C 7.109 14.860 -14.464
C 8.104 15.635 -15.370
O 7.438 16.052 -16.517
H 6.175 15.423 -14.446
H 7.471 14.806 -13.437
H 6.913 13.878 -14.893
H 9.019 15.104 -15.632
H 8.387 16.509 -14.784
H 7.707 15.520 -17.270
C 13.064 15.533 -18.494
C 11.623 15.423 -18.973
O 10.756 14.998 -17.962
H 13.143 16.270 -17.695
H 13.726 15.837 -19.305
H 13.459 14.559 -18.206
H 11.599 14.693 -19.782
H 11.306 16.362 -19.427
H 9.858 14.945 -18.299
C 3.829 12.034 -21.115
C 3.682 10.573 -21.569
O 4.580 9.752 -20.848
H 3.144 12.663 -21.683
H 4.860 12.384 -21.168
H 3.493 12.129 -20.082
H 3.878 10.463 -22.635
H 2.640 10.325 -21.369
H 4.470 8.886 -21.248
*
```

Its HOMO-LUMO gap (alpha / beta) is 9.15 / 3.72 eV. The expectation value of S² is 0.756.



# 6
C4H10O2 in the gas phase, computed with ωB97M-V with the def2-TZVPD basis set.

ORCA input file:
```
! wB97M-V def2-TZVPD RIJCOSX def2/J DEFGRID3
* xyz 0 1
C 2.955 -0.141 -0.016
O 1.721 0.510 -0.178
C 0.656 -0.242 0.351
C -0.652 0.492 0.075
O -1.675 -0.477 0.089
C -2.946 -0.040 -0.332
H 3.717 0.471 -0.505
H 3.217 -0.259 1.047
H 2.948 -1.140 -0.481
H 0.599 -1.231 -0.131
H 0.798 -0.405 1.432
H -0.846 1.259 0.840
H -0.565 1.000 -0.896
H -3.708 -0.490 0.317
H -3.080 1.044 -0.243
H -3.139 -0.352 -1.369
*
```

The SMILES is COCCOC. Its HOMO-LUMO gap is 10.90 eV.



We obtain E values of -1816.411408; -1773.196361; -5401.452009; -3933.795972; -2238.951382; -308.833737 Eh for the records listed above, in that order.